# 1
{"formula": "C11H17CeCl2F3O5S", "method": "ωB97M-V/def2-TZVPD", "relative_energy_kj_mol": 0.0, "e_homo_ev": -1.30, "lumo_energy_ha": 0.1671, "gap_ev": 5.84, "total_charge": -2, "multiplicity": 1, "elements": ["C", "C", "C", "C", "C", "C", "C", "C", "C", "C", "Ce", "Cl", "Cl", "O", "H", "H", "H", "H", "H", "H", "H", "H", "H", "H", "H", "H", "H", "H", "H", "H", "O", "H", "F", "C", "F", "F", "S", "O", "O", "O"], "coordinates": [[0.30306, -1.07265, -1.69235], [1.15359, 0.07769, -1.82431], [0.32218, 1.23861, -1.84923], [2.63116, 0.09021, -1.99499], [-1.03688, 0.81538, -1.77183], [-1.05539, -0.60657, -1.65623], [-2.26955, -1.44133, -1.48976], [0.74097, -2.48584, -1.56977], [0.79433, 2.63974, -2.00945], [-2.21863, 1.71202, -1.80595], [0.21489, 0.05375, 0.80223], [4.65963, 1.74589, 1.00530], [2.56391, -1.01477, 1.05735], [-1.42324, 1.33226, 1.04380], [3.07021, -0.85069, -1.65958], [3.10721, 0.86829, -1.38454], [2.90411, 0.25204, -3.04530], [1.74997, 2.79440, -1.49946], [0.07075, 3.34925, -1.59987], [0.93599, 2.89093, -3.06767], [-2.03073, 2.62967, -1.24170], [-3.09205, 1.22645, -1.36482], [-2.47378, 1.99886, -2.83377], [-3.04105, -0.90065, -0.93359], [-2.04849, -2.35178, -0.92906], [-2.68978, -1.72043, -2.46301], [1.69127, -2.56431, -1.03275], [0.86923, -2.93058, -2.56222], [0.01033, -3.07984, -1.01348], [-2.11594, 1.39575, 1.75162], [-0.88149, -1.69092, 1.23572], [-1.57517, -1.82846, 1.91254], [0.36902, -1.51246, 5.90769], [0.17909, -1.18993, 4.61509], [1.27647, -1.56239, 3.93418], [-0.86322, -1.90821, 4.13757], [-0.17531, 0.65315, 4.33279], [-1.60351, 0.79002, 4.09739], [0.42074, 1.35458, 5.44196], [0.55611, 0.80286, 3.01947]], "lowdin_charge": [-0.314, -0.318, -0.279, -0.086, -0.276, -0.281, -0.058, -0.067, -0.035, -0.061, 0.840, -0.791, 0.138, -0.351, 0.047, 0.030, 0.076, 0.084, 0.071, 0.077, 0.068, 0.066, 0.075, 0.074, 0.062, 0.074, 0.044, 0.074, 0.070, 0.042, -0.355, 0.030, 0.110, -0.603, 0.104, 0.095, 0.578, -0.312, -0.290, -0.451]}



# 2
{"formula": "C2H6OS", "method": "ωB97M-V/def2-TZVPD", "relative_energy_kj_mol": 139.9, "e_homo_ev": -9.18, "lumo_energy_ha": 0.0218, "gap_ev": 9.78, "multiplicity": 1, "elements": ["C", "C", "O", "H", "H", "H", "H", "S", "H", "H"], "coordinates": [[-0.01252, -1.16534, -0.36628], [-0.98286, -0.58802, -1.10563], [-1.75048, 0.54038, -0.65995], [0.78048, -1.73323, -1.05725], [0.18485, -1.31238, 0.72857], [-1.04198, -0.77093, -2.15442], [-1.40861, 1.11565, 0.02944], [1.96602, 1.01572, 1.41052], [0.72767, 0.60970, 1.60073], [1.53744, 2.28844, 1.57427]], "nbo_charge": [-0.516, 0.144, -0.733, 0.212, 0.215, 0.187, 0.489, -0.266, 0.126, 0.143]}



# 3
{"formula": "C4H8N2OS", "method": "ωB97M-V/def2-TZVPD", "relative_energy_kj_mol": 197.7, "e_homo_ev": -8.86, "lumo_energy_ha": 0.0203, "gap_ev": 9.41, "multiplicity": 1, "elements": ["C", "C", "C", "C", "H", "H", "H", "H", "H", "H", "H", "H", "N", "N", "O", "S"], "coordinates": [[0.77019, 0.09768, 1.17644], [0.15373, 0.67797, -0.04466], [0.29108, -0.08082, -1.32944], [-1.33142, 0.11040, -0.10664], [1.33207, -1.80355, 1.94272], [0.10225, -1.90745, 0.77928], [0.83904, 2.37846, 0.53678], [0.33478, 0.77848, -2.09460], [1.21395, -0.56005, -1.39919], [-1.37084, -1.04224, -1.88802], [-1.87710, 0.84349, -0.63831], [-1.93646, -0.40459, 0.67652], [0.62750, -1.26717, 1.37692], [-0.78655, -0.84208, -1.10404], [0.31176, 1.98171, -0.21887], [1.32602, 1.03976, 2.33511]], "nbo_charge": [0.079, 0.173, -0.220, -0.234, 0.408, 0.415, 0.497, 0.182, 0.178, 0.366, 0.190, 0.201, -0.813, -0.635, -0.705, -0.083]}



# 4
{"formula": "C21H18IN2O4", "method": "ωB97M-V/def2-TZVPD", "e_homo_ev": -11.26, "lumo_energy_ha": -0.2017, "gap_ev": 5.77, "total_charge": 1, "multiplicity": 1, "elements": ["C", "C", "C", "C", "N", "C", "C", "O", "N", "O", "C", "C", "O", "O", "C", "I", "H", "H", "H", "H", "H", "H", "C", "C", "C", "C", "C", "C", "H", "H", "H", "H", "H", "H", "C", "C", "C", "C", "C", "C", "H", "H", "H", "H", "H", "H"], "coordinates": [[-6.34815, -2.10755, -0.03259], [-5.47875, -2.71442, -0.65171], [-4.49786, -3.19477, -1.78180], [-2.99021, -2.81508, -1.51988], [-2.06124, -3.89536, -1.58228], [-0.67946, -3.77086, -1.40267], [-0.03469, -2.45679, -1.11102], [1.36870, -2.31026, -0.92425], [2.03082, -2.52787, -2.16264], [1.65506, -1.73342, -2.94505], [-0.92766, -1.21711, -1.00703], [-0.25029, 0.19518, -0.68383], [-0.51801, 1.14356, -1.39499], [0.69089, 0.35383, 0.37725], [-2.45000, -1.44092, -1.24329], [-3.78454, 0.27085, -1.17715], [-7.12006, -1.43743, 0.44528], [-4.82923, -2.86735, -2.82223], [-4.57429, -4.33691, -1.77837], [-2.41888, -4.84136, -1.78548], [-0.03287, -4.69784, -1.49322], [1.36960, 1.01396, 0.10808], [4.21457, 1.26101, -1.74810], [5.60418, 1.24928, -1.78304], [6.31241, 2.44001, -1.67136], [5.63087, 3.64250, -1.51486], [4.24161, 3.65395, -1.47616], [3.53302, 2.46411, -1.59707], [3.66164, 0.33159, -1.83882], [6.13582, 0.31108, -1.89831], [7.39588, 2.43161, -1.70529], [6.18365, 4.57053, -1.42297], [3.71047, 4.59132, -1.35253], [2.44752, 2.47422, -1.57266], [-1.52170, 1.11036, 2.48329], [-2.56929, 1.73041, 3.15455], [-2.47911, 1.94822, 4.52482], [-1.33694, 1.55238, 5.21629], [-0.29383, 0.93421, 4.53509], [-0.39759, 0.71208, 3.16657], [-1.58290, 0.93452, 1.42048], [-3.45448, 2.04359, 2.61112], [-3.29575, 2.42623, 5.05386], [-1.26177, 1.72537, 6.28393], [0.59723, 0.62497, 5.07031], [0.40560, 0.22439, 2.62971]], "nbo_charge": [-0.164, -0.066, -0.503, 0.245, -0.449, 0.036, 0.252, -0.398, 0.432, -0.195, -0.038, 0.763, -0.491, -0.692, -0.165, 0.350, 0.280, 0.293, 0.253, 0.457, 0.274, 0.527, -0.223, -0.210, -0.200, -0.205, -0.195, -0.235, 0.192, 0.216, 0.221, 0.222, 0.218, 0.200, -0.169, -0.232, -0.208, -0.203, -0.211, -0.229, 0.170, 0.209, 0.219, 0.220, 0.218, 0.217]}



# 5
{"formula": "C32H28BF6NO3S", "method": "ωB97M-V/def2-TZVPD", "relative_energy_kj_mol": 83.8, "e_homo_ev": -7.37, "lumo_energy_ha": -0.0253, "gap_ev": 6.69, "multiplicity": 1, "elements": ["C", "O", "C", "C", "C", "C", "C", "B", "O", "C", "C", "O", "C", "C", "N", "C", "C", "C", "C", "C", "C", "C", "C", "C", "H", "H", "H", "H", "H", "H", "H", "H", "H", "H", "H", "H", "H", "H", "H", "H", "H", "H", "H", "H", "C", "C", "C", "C", "C", "C", "C", "C", "C", "F", "F", "F", "C", "C", "C", "F", "F", "F", "C", "S", "H", "H", "H", "H", "H", "H", "H", "H"], "coordinates": [[5.71450, 1.52682, -1.11922], [4.74663, 2.26961, -0.33749], [3.81968, 1.55638, 0.33066], [3.54153, 0.19677, 0.05866], [2.25402, -0.25015, 0.25306], [1.31924, 0.51510, 0.92937], [-0.02359, -0.02667, 1.32315], [-1.34888, 0.24113, 0.57548], [-2.08815, 1.44656, 0.64559], [-3.36731, 0.90991, 1.09469], [-3.34419, -0.58123, 0.71519], [-2.08317, -0.84705, 0.07363], [-0.06799, -1.36811, 1.93727], [0.87178, -2.38651, 1.92883], [0.54816, -3.36624, 2.82057], [1.42869, -4.45350, 3.20282], [-0.61491, -2.98634, 3.49186], [-1.20354, -3.60239, 4.59011], [-2.24009, -2.89332, 5.23945], [-2.58028, -1.60874, 4.80689], [-1.93603, -0.98058, 3.72913], [-1.00242, -1.70706, 3.00458], [1.65628, 1.81466, 1.34540], [2.90166, 2.31846, 1.09111], [6.45682, 2.27414, -1.41894], [6.16750, 0.73364, -0.51523], [5.22291, 1.09486, -1.99799], [4.26015, -0.42648, -0.45517], [1.96016, -1.21269, -0.13604], [-0.33775, 0.70461, 2.10084], [-3.34358, 1.05669, 2.18787], [-4.26198, 1.40031, 0.66981], [-3.35493, -1.20622, 1.62631], [-4.18594, -0.86181, 0.05562], [1.77218, -2.48544, 1.32921], [0.88027, -5.23666, 3.73899], [1.92188, -4.87162, 2.32273], [2.21245, -4.07148, 3.87606], [-0.84884, -4.56008, 4.96125], [-2.71565, -3.32536, 6.11191], [-3.38095, -1.07255, 5.31516], [-2.16968, 0.03975, 3.42277], [0.90513, 2.43347, 1.83239], [3.15706, 3.33998, 1.30061], [-5.04992, 1.84817, -3.93778], [-3.95547, 1.15838, -3.22603], [-3.50215, -0.13961, -3.41582], [-2.38944, -0.43316, -2.59475], [-1.82731, 0.72466, -2.06146], [-0.50817, 0.86116, -1.54343], [0.08238, 2.14671, -1.44320], [1.19904, 2.42702, -2.19619], [1.73880, 3.83753, -2.32127], [2.50841, 4.01117, -3.44651], [0.75619, 4.78390, -2.35820], [2.55325, 4.15690, -1.25808], [1.88725, 1.41427, -2.87744], [1.46508, 0.09774, -2.67783], [2.25909, -1.04788, -3.25743], [2.28048, -2.11262, -2.37597], [1.75247, -1.52795, -4.43729], [3.56932, -0.71429, -3.48876], [0.36586, -0.19562, -1.90281], [-3.00257, 2.00442, -2.07398], [-5.50477, 1.18581, -4.67996], [-5.81027, 2.17785, -3.21181], [-4.64982, 2.74623, -4.43022], [-3.92436, -0.81659, -4.12981], [-1.98590, -1.44523, -2.48784], [-0.38739, 2.97949, -0.91489], [2.77886, 1.63437, -3.47255], [0.08222, -1.24738, -1.83765]], "lowdin_charge": [-0.045, -0.090, -0.277, 0.001, -0.064, -0.177, -0.085, -0.723, 0.013, -0.118, -0.108, 0.053, -0.092, 0.005, -0.105, -0.021, -0.159, -0.010, -0.089, -0.091, -0.029, -0.108, -0.018, -0.009, 0.096, 0.094, 0.082, 0.105, 0.095, 0.160, 0.112, 0.122, 0.117, 0.136, 0.122, 0.082, 0.090, 0.098, 0.098, 0.095, 0.099, 0.102, 0.131, 0.115, -0.116, -0.583, -0.102, -0.086, -0.455, -0.235, 0.050, -0.077, -0.486, 0.111, 0.125, 0.117, 0.078, -0.101, -0.484, 0.100, 0.126, 0.108, 0.037, 1.152, 0.083, 0.081, 0.079, 0.105, 0.129, 0.148, 0.139, 0.152]}



# 6
{"formula": "C24H68LiN3O12", "method": "ωB97M-V/def2-TZVPD", "relative_energy_kj_mol": 0.0, "e_homo_ev": -8.29, "lumo_energy_ha": -0.0114, "gap_ev": 7.98, "multiplicity": 1, "elements": ["Li", "C", "O", "H", "H", "H", "C", "O", "H", "H", "H", "H", "C", "O", "H", "H", "H", "H", "C", "O", "H", "H", "H", "H", "C", "O", "H", "H", "H", "H", "C", "O", "H", "H", "H", "H", "C", "O", "C", "C", "N", "C", "C", "O", "C", "H", "H", "H", "H", "H", "H", "H", "H", "H", "H", "H", "H", "H", "H", "H", "C", "O", "C", "C", "N", "C", "C", "O", "C", "H", "H", "H", "H", "H", "H", "H", "H", "H", "H", "H", "H", "H", "H", "H", "C", "O", "C", "C", "N", "C", "C", "O", "C", "H", "H", "H", "H", "H", "H", "H", "H", "H", "H", "H", "H", "H", "H", "H"], "coordinates": [[-0.80211, -2.19218, 1.61590], [0.48989, -0.74118, 0.22890], [-0.51811, -1.54218, -0.34910], [0.05589, -0.39518, 1.16090], [0.64189, 0.11282, -0.40810], [1.32489, -1.41218, 0.42890], [2.16189, 2.08082, -1.51810], [2.98789, 2.85982, -2.35010], [1.11489, 2.19082, -1.74910], [2.14289, 2.44682, -0.45210], [2.37289, 0.90582, -1.38410], [3.81489, 3.15082, -1.68510], [0.95289, -0.53818, -3.73010], [1.41389, -1.37118, -2.60710], [0.31889, -1.15718, -4.55010], [1.94089, -0.28518, -4.15110], [0.50789, 0.27182, -3.24610], [0.72689, -1.29918, -1.97610], [0.01989, -4.91618, 0.40390], [-0.87211, -4.13218, 1.08790], [-0.39911, -5.69518, -0.21910], [0.58089, -5.58418, 1.25390], [0.60189, -4.37518, -0.18410], [-1.54111, -4.63918, 1.15790], [-1.65211, 2.35382, -0.88210], [-1.55311, 1.12382, -1.44110], [-1.14211, 3.25082, -1.37610], [-1.01011, 2.24282, 0.00890], [-2.49011, 2.77282, -0.42710], [-1.53311, 0.46082, -0.77310], [-1.60811, -3.27218, -2.99610], [-2.26311, -2.19018, -2.17010], [-0.71311, -3.56218, -2.22010], [-1.08511, -2.78218, -3.82710], [-2.21811, -4.12918, -3.36910], [-1.52911, -1.90818, -1.55910], [1.36689, 1.85682, 2.36890], [0.64189, 2.83982, 3.07290], [-0.64211, 3.11382, 2.35390], [-1.36011, 4.01882, 3.30490], [-2.60911, 4.31382, 2.80290], [-3.34411, 5.10582, 3.66890], [-4.66211, 5.70982, 3.16290], [-5.26411, 6.25582, 4.30890], [-6.43911, 6.98282, 3.93990], [0.68289, 0.95882, 2.54890], [2.39889, 1.73782, 2.84490], [1.59689, 2.15982, 1.39790], [-1.25311, 2.20882, 2.25690], [-0.33411, 3.48682, 1.24690], [-0.71411, 4.80382, 3.36990], [-1.19711, 3.46682, 4.07890], [-3.24111, 3.62482, 2.51190], [-2.76811, 6.04982, 3.86590], [-3.43711, 4.60882, 4.61190], [-5.26611, 4.94282, 2.78990], [-4.43011, 6.40482, 2.30890], [-6.15911, 7.65182, 3.29790], [-6.81311, 7.34582, 4.79590], [-7.17911, 6.35582, 3.66390], [1.78789, -3.30718, 3.15290], [0.64489, -2.47318, 2.99390], [0.13589, -1.97518, 4.21490], [-0.91811, -0.89518, 3.92090], [-1.90211, -1.34118, 2.93590], [-2.62311, -0.21418, 2.24990], [-3.66411, -0.72318, 1.24990], [-4.12511, 0.38082, 0.52290], [-4.79111, 0.04082, -0.67010], [1.52989, -4.09518, 3.85490], [2.47689, -2.65718, 3.79790], [2.10289, -3.74218, 2.21890], [0.96589, -1.46418, 4.69690], [-0.23711, -2.73218, 4.86390], [-0.50211, 0.04282, 3.47490], [-1.51111, -0.73018, 4.70790], [-2.74611, -1.59218, 3.34290], [-1.91411, 0.33782, 1.43190], [-3.02111, 0.31382, 3.02290], [-4.24011, -1.39518, 1.77690], [-3.11111, -1.39818, 0.66990], [-5.39411, 0.99782, -1.02710], [-5.54411, -0.74618, -0.77010], [-4.06511, 0.02482, -1.43310], [5.06889, -0.76818, 1.04590], [5.38889, -0.62318, -0.33410], [4.59989, -1.56618, -1.10810], [4.77289, -1.34118, -2.60010], [4.06789, -2.27318, -3.49510], [4.47989, -2.13818, -4.84910], [3.49489, -2.55318, -5.79110], [3.89089, -2.35618, -7.16510], [3.02889, -2.92318, -8.09210], [4.04789, -0.79118, 1.24190], [5.42789, 0.09282, 1.49690], [5.63389, -1.54318, 1.24690], [3.44989, -1.38318, -0.90610], [4.54989, -2.35718, -0.80910], [5.86589, -1.35318, -2.67910], [4.44689, -0.41218, -2.65310], [3.13489, -1.92018, -3.56210], [5.49989, -2.42818, -5.00910], [4.45789, -1.05418, -5.09910], [2.63089, -2.19518, -5.57810], [3.57789, -3.75618, -5.78010], [3.03989, -4.02918, -7.94310], [3.33889, -2.78318, -9.09210], [1.95389, -2.31018, -8.00710]], "lowdin_charge": [0.596, -0.262, -0.430, 0.015, 0.050, 0.076, -0.215, -0.153, 0.048, 0.059, 0.106, 0.181, -0.077, -0.164, 0.122, 0.073, 0.042, -0.012, -0.133, -0.083, 0.090, 0.139, 0.031, -0.012, -0.206, -0.076, 0.115, 0.036, 0.054, 0.024, -0.109, -0.206, 0.107, 0.035, 0.069, -0.018, -0.108, -0.208, -0.159, -0.240, -0.050, -0.237, -0.225, -0.155, -0.053, 0.071, 0.117, 0.029, 0.086, 0.163, 0.115, 0.073, 0.112, 0.143, 0.118, 0.099, 0.146, 0.042, 0.063, 0.066, -0.055, -0.282, -0.175, -0.144, -0.104, -0.156, -0.230, -0.152, -0.099, 0.086, 0.119, 0.087, 0.126, 0.122, 0.110, 0.088, 0.088, 0.153, 0.094, 0.103, 0.096, 0.125, 0.093, 0.054, -0.071, -0.146, -0.171, -0.155, -0.012, -0.274, -0.223, -0.200, -0.146, 0.065, 0.074, 0.048, 0.141, -0.024, 0.136, 0.064, 0.049, 0.128, 0.136, 0.048, 0.176, 0.088, 0.053, 0.146]}